A structure of composition C38H96BaClCuN6O17. Source: the Open Molecules 2025 dataset; level of theory: ωB97M-V/def2-TZVPD.

```
160
Properties=species:S:1:pos:R:3
Ba 3.60881 -28.03184 25.03711
Cu 5.30065 -26.14951 16.09899
Cl -0.68695 -27.45149 18.80585
O -1.43752 -28.45756 18.22304
O 0.31023 -27.11653 17.84555
O -1.61429 -26.34279 18.90935
O -0.17509 -27.78333 20.10414
C 0.05427 -20.03084 20.41474
C -0.20267 -19.97457 18.87718
O -1.62274 -20.16855 18.67952
H -0.68889 -19.48647 20.99738
H 1.00724 -19.57643 20.68578
H 0.08981 -21.07098 20.73869
H 0.21768 -20.90002 18.48353
H 0.08120 -19.02553 18.42238
H -1.79139 -21.07271 18.95459
C 8.72321 -25.47239 14.62996
O 7.61290 -25.50271 13.76275
C 7.63293 -24.46255 12.75044
C 6.61947 -24.71986 11.66997
N 5.22071 -24.85804 12.10414
C 4.55997 -23.55683 12.15140
C 3.06599 -23.66302 11.83772
O 2.89096 -24.25221 10.54065
C 1.52023 -24.48107 10.25544
H 8.60760 -26.30841 15.31976
H 8.79971 -24.56235 15.22500
H 9.66276 -25.72775 14.13992
H 8.63414 -24.45918 12.31954
H 7.50348 -23.47963 13.20343
H 6.96875 -25.63322 11.18843
H 6.69856 -23.99450 10.86023
H 4.80858 -25.28772 11.28828
H 5.02598 -22.80130 11.51886
H 4.72023 -23.21109 13.17262
H 2.55433 -22.70067 11.82330
H 2.62402 -24.38928 12.51984
H 0.88607 -23.60773 10.40776
H 1.08040 -25.26612 10.87057
H 1.43312 -24.75816 9.20485
C -10.72300 -36.79598 20.41942
O -10.35970 -36.96016 19.03150
C -11.50977 -37.18725 18.18286
C -11.20552 -37.30239 16.66734
N -11.21084 -35.95138 16.17755
C -10.89681 -35.94580 14.77571
C -10.49189 -34.48313 14.46068
O -9.22292 -34.22041 15.09550
C -8.89521 -32.83747 15.09632
H -9.84636 -36.50516 20.99822
H -11.01761 -37.78671 20.76550
H -11.57254 -36.12088 20.52255
H -12.27210 -36.43970 18.40223
H -11.91478 -38.16610 18.43960
H -12.03600 -37.82998 16.19825
H -10.30796 -37.88326 16.45500
H -10.54988 -35.40750 16.71367
H -11.80544 -36.23510 14.24771
H -10.06092 -36.55343 14.42902
H -11.30060 -33.91114 14.91556
H -10.43142 -34.16842 13.41885
H -8.07156 -32.65247 15.78586
H -9.69762 -32.25867 15.55373
H -8.72250 -32.40650 14.11015
C -0.75574 -27.08061 27.04284
O 0.16782 -27.99745 27.61964
C -0.02206 -28.09323 29.03397
C 1.01596 -28.93779 29.68249
N 2.35996 -28.42356 29.38455
C 3.38957 -29.20788 30.12381
C 3.58883 -30.60939 29.51765
O 4.11318 -30.54086 28.20071
C 4.81725 -31.74020 27.80343
H -1.78351 -27.43110 27.13735
H -0.48504 -26.80792 26.02281
H -0.79019 -26.15315 27.61448
H -0.99672 -28.53487 29.24157
H -0.01298 -27.09299 29.46704
H 0.82306 -30.00524 29.57558
H 0.89298 -28.78680 30.75496
H 2.40378 -27.50482 29.80178
H 3.19981 -29.24180 31.19664
H 4.36015 -28.71395 30.07781
H 2.66581 -31.16423 29.34942
H 4.13156 -31.28419 30.17960
H 5.09482 -31.74745 26.74939
H 4.23329 -32.63202 28.03083
H 5.74152 -31.92187 28.35189
C -1.81177 -38.35196 20.94390
O -1.28838 -37.76258 19.78953
C -2.22987 -37.11085 18.95418
C -1.56165 -35.99828 18.21842
N -0.58711 -36.52715 17.28434
C -0.03358 -35.44010 16.52720
C 0.84673 -36.06409 15.43458
O 2.00929 -36.69045 15.98173
C 3.22459 -36.29284 15.36800
H -1.02974 -38.81306 21.54716
H -2.56155 -39.13902 20.86358
H -2.37234 -37.58978 21.48513
H -3.03911 -36.61549 19.49070
H -2.73447 -37.84215 18.32278
H -1.17456 -35.22827 18.88576
H -2.38355 -35.54790 17.66188
H -1.09568 -37.02296 16.56626
H 0.51125 -34.68062 17.08795
H -0.82153 -34.86708 16.03845
H 1.08766 -35.31799 14.67735
H 0.23219 -36.77040 14.87643
H 3.60118 -37.02403 14.65271
H 3.91471 -36.36146 16.20890
H 3.24671 -35.24209 15.07894
C -8.33592 -32.75077 22.08310
O -8.46381 -31.65496 22.94187
C -7.42830 -30.60085 22.96259
C -6.13670 -31.19949 23.63497
N -6.52814 -31.74525 24.98438
C -5.37331 -32.44725 25.54431
C -5.87527 -33.29172 26.80226
O -6.65256 -34.37985 26.38144
C -7.40035 -35.06432 27.43358
H -9.32067 -33.21028 22.16802
H -7.49383 -33.38355 22.36340
H -8.15550 -32.37245 21.07692
H -7.81487 -29.81436 23.61075
H -7.22878 -30.16147 21.98523
H -5.44014 -30.36548 23.72053
H -5.60674 -31.91262 23.00355
H -7.31703 -32.37422 24.93788
H -4.59648 -31.76012 25.87970
H -4.98839 -33.10675 24.76649
H -6.33378 -32.62351 27.53119
H -5.00088 -33.74285 27.27132
H -7.89955 -35.90942 26.95954
H -8.11915 -34.43158 27.95423
H -6.76797 -35.62037 28.12568
C -7.49003 -34.66429 3.09896
O -6.44442 -34.39889 4.04637
C -6.03932 -33.08122 4.19474
C -4.89944 -33.11244 5.29983
N -5.49511 -33.15571 6.63665
C -4.51297 -33.29120 7.70976
C -3.63201 -32.01944 7.79358
O -2.60682 -32.27773 8.75300
C -2.08044 -31.08319 9.37383
H -8.37494 -34.05673 3.28845
H -7.72254 -35.72268 2.98128
H -7.12788 -34.33175 2.12615
H -6.85006 -32.43535 4.53188
H -5.63687 -32.70314 3.25496
H -4.21011 -32.27069 5.23355
H -4.30529 -34.02523 5.25625
H -6.05515 -33.99404 6.57631
H -3.96050 -34.22228 7.58352
H -5.14772 -33.41664 8.58695
H -4.27028 -31.21103 8.15018
H -3.05475 -31.77396 6.90216
H -1.77870 -30.25557 8.73188
H -1.27259 -31.42543 10.02063
H -2.79200 -30.74194 10.12572
```

Summary:
orbital gap = 1.32 eV
charge = +2
E_LUMO = -8.763 eV
spin multiplicity = 1
E_HOMO = -10.079 eV

---

A structure of composition C38H96ClCuN6O17. Source: the Open Molecules 2025 dataset; level of theory: ωB97M-V/def2-TZVPD.

```
159
Properties=species:S:1:pos:R:3
Cu -2.68004 2.95485 -0.08622
Cl -0.00999 0.73729 0.99616
O 0.82195 1.78049 0.53168
O -0.01022 -0.30800 0.01079
O 0.41629 0.20380 2.27219
O -1.40647 1.13940 1.09718
C -1.15254 3.22493 5.05701
C -2.30927 2.28491 4.63794
O -3.39634 3.07481 4.13610
H -0.29411 2.67470 5.44232
H -1.41260 3.95800 5.82060
H -0.89478 3.84756 4.20028
H -2.68645 1.80676 5.54194
H -1.98699 1.58025 3.87134
H -3.08072 3.47077 3.32051
C -3.15830 6.11644 -1.12340
O -3.57963 4.76727 -1.22803
C -4.90450 4.61626 -0.75491
C -5.45413 3.20462 -1.09197
N -4.74127 2.02727 -0.51094
C -5.28902 1.87060 0.83969
C -4.85482 0.55751 1.56051
O -5.60242 -0.58062 1.18848
C -5.26106 -1.86926 1.73998
H -2.10655 6.28211 -1.35683
H -3.28399 6.51271 -0.11579
H -3.65335 6.71475 -1.88830
H -5.59116 5.37063 -1.13901
H -4.98299 4.74166 0.32500
H -5.29273 3.12446 -2.16697
H -6.52134 3.15063 -0.87689
H -5.15753 1.25767 -1.01548
H -6.37831 1.83322 0.82731
H -5.11918 2.73325 1.48396
H -5.00710 0.60142 2.63892
H -3.79612 0.32880 1.43817
H -4.22532 -2.14250 1.53832
H -5.85213 -2.69044 1.33452
H -5.40259 -1.87532 2.82073
C 3.14142 2.09946 3.37318
O 3.80172 2.89879 2.37683
C 5.20219 3.04601 2.62288
C 5.75585 4.09602 1.63887
N 4.83539 5.31585 1.58715
C 5.46040 6.32331 0.74521
C 5.61873 5.97183 -0.73019
O 4.36203 5.58396 -1.24790
C 4.27900 5.66865 -2.64676
H 3.37299 2.46379 4.37406
H 3.57079 1.09995 3.30446
H 2.05333 2.09583 3.30890
H 5.64175 2.05013 2.56693
H 5.38328 3.41499 3.63241
H 6.07811 3.76023 0.65323
H 6.70985 4.37995 2.08314
H 4.73971 5.69181 2.51968
H 6.41328 6.79940 0.97639
H 4.77803 7.16297 0.87734
H 6.39144 5.21348 -0.85648
H 5.94702 6.83524 -1.30888
H 3.33790 5.33262 -3.08211
H 5.01347 5.01559 -3.11808
H 4.42660 6.65859 -3.07842
C 5.89878 -1.13213 -4.27998
O 4.52951 -0.81952 -4.07253
C 3.82570 -1.76845 -3.21445
C 2.43596 -1.18537 -2.74637
N 1.58636 -1.01821 -3.88368
C 0.30408 -0.49250 -3.46456
C -0.63265 -0.25022 -4.65869
O -0.12183 0.83821 -5.48795
C -1.14078 1.74649 -5.93890
H 6.51022 -1.01997 -3.38462
H 6.31344 -0.50510 -5.06927
H 5.97567 -2.13911 -4.69008
H 4.45938 -1.96511 -2.34966
H 3.68786 -2.72273 -3.72285
H 2.56360 -0.25984 -2.18495
H 2.03341 -1.93718 -2.06753
H 1.38903 -1.90254 -4.32991
H 0.35976 0.30246 -2.72090
H -0.11962 -1.26645 -2.82457
H -1.62471 -0.18001 -4.21261
H -0.66136 -1.13155 -5.29942
H -0.74338 2.70636 -6.26879
H -1.83549 1.97256 -5.12996
H -1.69741 1.28195 -6.75281
C -7.80751 -2.19747 4.89198
O -6.46797 -2.13819 5.31480
C -6.13866 -0.97826 6.01788
C -4.65439 -0.60609 5.82365
N -3.64660 -1.59373 6.26916
C -2.23505 -1.34110 5.97054
C -1.83790 -1.56203 4.44149
O -1.72042 -2.90805 4.05080
C -1.30765 -3.10178 2.73017
H -8.14597 -3.21566 4.70004
H -7.85664 -1.54821 4.01782
H -8.50119 -1.76327 5.61196
H -6.34916 -1.21679 7.06042
H -6.77948 -0.14115 5.74094
H -4.55760 0.33014 6.37338
H -4.47886 -0.41768 4.76450
H -3.94270 -2.43827 5.80100
H -1.64990 -1.98227 6.62978
H -1.88239 -0.33722 6.20707
H -0.87085 -1.05970 4.41711
H -2.54699 -1.01473 3.82041
H -1.32442 -4.17168 2.52246
H -0.23916 -2.88633 2.73246
H -1.88800 -2.61351 1.94730
C 2.86767 -3.10329 0.35486
O 3.85214 -2.13796 0.15287
C 3.69721 -0.96994 0.96781
C 4.94063 -0.18308 0.59494
N 6.18538 -0.78982 1.02514
C 7.27554 -0.02383 0.50960
C 8.62932 -0.84055 0.54939
O 8.57015 -1.78784 -0.52753
C 9.75591 -2.42488 -0.81042
H 2.91935 -3.32963 1.41986
H 3.13528 -3.96905 -0.25089
H 1.86604 -2.77039 0.08276
H 3.69402 -1.16826 2.03961
H 2.77245 -0.43326 0.75591
H 4.82976 0.75119 1.14535
H 4.96300 -0.04608 -0.48618
H 6.22141 -1.72263 0.63955
H 7.46490 0.82252 1.16985
H 7.03346 0.38236 -0.47250
H 8.77486 -1.38003 1.48527
H 9.50172 -0.18749 0.52642
H 9.54790 -2.98312 -1.72322
H 10.07290 -3.16103 -0.07171
H 10.50654 -1.65593 -0.99311
C -3.43541 -8.12879 -6.66708
O -3.56967 -6.92978 -5.89609
C -2.72837 -6.90563 -4.72124
C -3.06562 -5.61143 -3.97910
N -3.09470 -4.48016 -4.91048
C -3.69216 -3.24700 -4.44083
C -2.91708 -2.65829 -3.25417
O -3.48025 -1.41789 -2.83733
C -3.17383 -1.03974 -1.47944
H -4.21295 -8.19286 -7.42829
H -3.65644 -9.01257 -6.06861
H -2.43856 -8.30356 -7.07184
H -1.68605 -6.91623 -5.03990
H -2.90779 -7.79232 -4.11323
H -2.33268 -5.45029 -3.18858
H -4.09428 -5.68718 -3.62667
H -3.57054 -4.77341 -5.75171
H -4.73360 -3.32926 -4.12980
H -3.62545 -2.65686 -5.35482
H -1.88599 -2.63751 -3.60705
H -2.94452 -3.31455 -2.38429
H -3.13242 0.03817 -1.32298
H -2.24634 -1.40433 -1.03793
H -3.93541 -1.34761 -0.76298
```

Summary:
orbital gap (alpha / beta) = 3.78 / 7.48 eV
charge = -1
E_LUMO (alpha / beta) = 2.198 / 2.198 eV
spin multiplicity = 2
E_HOMO (alpha / beta) = -1.581 / -5.286 eV

---

What is the charge in the first record? +2

---

charge of number 2 (C38H96ClCuN6O17)? -1

---

The lowest spin multiplicity belongs to which entry? C38H96BaClCuN6O17

---

The lowest spin multiplicity belongs to which entry? C38H96BaClCuN6O17